An isolated molecule of C5H6O at a distorted geometry. Source: the Open Molecules 2025 dataset; level of theory: ωB97M-V/def2-TZVPD.

Geometry as XYZ:
```
12
Properties=species:S:1:pos:R:3:forces:R:3
C -0.100 2.603 -1.060 -0.9 0.1 1.1
C -0.486 1.543 -0.622 0.1 0.7 0.2
C -0.550 0.106 -0.479 0.0 -0.1 -0.4
C 0.412 -0.441 0.609 0.0 0.0 -0.4
C 0.359 -1.941 0.774 -0.2 -0.1 -0.3
O -0.436 -2.653 0.208 0.3 0.2 0.2
H -0.083 3.655 -0.984 0.3 0.5 -0.4
H -0.334 0.070 -1.566 0.8 -1.9 0.4
H -1.516 -0.398 -0.417 -0.2 0.6 0.3
H 1.451 -0.137 0.438 -0.1 -0.1 -0.1
H 0.184 -0.027 1.615 -0.2 0.0 -0.6
H 1.100 -2.378 1.482 -0.1 0.1 -0.1
```
Forces are in eV/Å.

Molecular weight in g mol⁻¹: 82.10
Structure (SMILES): C#CCCC=O
Kohn-Sham gap in eV: 10.701
Total charge: 0
LUMO level in eV: 0.817
Relative energy (zero: lowest compared OMol25 entry of this formula, charge and spin) in eV: 2.6545


A structure of composition C18H25F6GeN2OPPb at a distorted geometry. Source: the Open Molecules 2025 dataset; level of theory: ωB97M-V/def2-TZVPD.

Geometry as XYZ:
```
55
Properties=species:S:1:pos:R:3:forces:R:3
Pb -1.467 2.112 -2.242 0.1 -0.1 -0.1
C -2.086 -0.171 -0.752 -1.0 1.1 -2.7
H -2.394 -0.207 -1.877 0.4 -0.5 2.0
H -2.847 0.268 -0.126 -0.3 0.0 0.1
Ge -0.609 -1.165 -0.107 -0.2 -1.4 1.0
C -0.902 -2.831 -1.082 -0.5 -0.6 -1.0
C -1.699 -3.850 -0.473 2.0 0.0 0.0
C -1.702 -5.133 -1.018 0.3 1.2 -1.5
C -1.140 -5.378 -2.277 -1.0 0.4 0.5
C -0.525 -4.323 -2.930 -0.8 -1.5 -0.7
C -0.434 -3.074 -2.427 0.3 0.8 2.4
C -0.806 -1.412 1.844 -1.2 -0.9 -0.8
C 0.329 -1.556 2.603 -2.0 0.0 3.6
C 0.116 -1.729 4.044 -1.6 1.3 -1.5
C -1.190 -1.545 4.616 2.4 -0.8 -0.1
C -2.296 -1.499 3.781 -0.1 -0.3 0.4
C -2.098 -1.581 2.436 0.8 1.5 -1.5
H 0.693 -0.440 -0.209 0.7 0.3 -0.4
H -2.123 -3.814 0.536 0.2 0.7 -0.3
H -2.242 -5.847 -0.487 -0.8 -1.4 0.6
H -1.382 -6.260 -2.870 0.5 -0.2 0.6
H -0.223 -4.515 -3.930 0.5 0.0 -0.7
H 0.105 -2.394 -3.067 0.0 0.7 0.4
H 1.293 -1.389 2.217 1.2 -0.2 -0.4
H 0.947 -1.843 4.701 0.5 -0.1 0.3
H -1.266 -1.519 5.714 -0.1 0.0 -0.7
H -3.314 -1.436 4.145 0.1 0.0 0.3
H -2.971 -1.482 1.799 0.0 -0.3 -0.1
F 0.557 0.388 -2.900 0.5 0.3 0.2
P 0.660 0.993 -4.436 0.3 1.9 0.0
F -1.005 0.867 -4.375 -0.3 -0.2 -0.2
F 0.362 2.556 -3.662 0.2 -0.4 -0.2
F 0.503 1.704 -5.841 0.2 0.0 0.5
F 0.877 -0.396 -5.016 -0.2 -1.7 -0.6
F 2.225 1.288 -4.336 -0.9 0.1 0.4
C 0.896 3.834 2.465 -0.8 -1.1 -2.1
N 0.473 2.662 1.582 0.6 1.6 0.1
C -0.814 2.130 1.986 0.3 -0.1 0.7
C 0.871 2.595 0.270 -0.6 0.6 -0.3
O -0.055 2.423 -0.639 1.7 0.1 1.3
N 2.173 2.750 -0.052 -1.7 0.0 2.2
C 3.239 2.680 0.956 0.4 -0.3 0.0
C 2.620 2.882 -1.393 0.8 -1.3 -0.7
H 0.109 4.604 2.473 0.5 -0.1 -0.3
H 1.871 4.136 2.162 0.3 0.9 -0.4
H 1.027 3.458 3.423 0.0 -0.7 1.9
H -0.622 1.771 3.036 -0.9 0.7 -0.8
H -0.933 1.225 1.434 -0.6 -0.6 -0.4
H -1.697 2.821 1.827 1.0 -0.6 0.5
H 2.905 2.310 1.927 -0.1 -0.4 -0.5
H 3.724 3.633 1.180 -0.3 0.3 -0.4
H 4.024 2.048 0.526 -0.2 -0.1 0.3
H 1.833 3.217 -2.029 -0.4 0.4 -0.4
H 2.943 1.876 -1.751 0.0 0.7 0.0
H 3.463 3.560 -1.377 0.1 0.2 -0.4
```
Forces are in eV/Å.

Molecular weight in g mol⁻¹: 710.18
Kohn-Sham gap (alpha / beta) in eV: 7.663 / 6.149
Multiplicity: 2
<S²>: 0.756
Total charge: +1
LUMO level (alpha / beta) in eV: -3.735 / -5.323
Relative energy (zero: lowest compared OMol25 entry of this formula, charge and spin) in eV: 0.8735


A cluster of 4 separate species, C12H18FO9 in total at a distorted geometry. Source: the Open Molecules 2025 dataset; level of theory: ωB97M-V/def2-TZVPD.

Geometry as XYZ:
```
40
Properties=species:S:1:pos:R:3:forces:R:3
F 0.031 0.903 1.623 0.1 -0.2 -0.5
C -2.306 -1.744 2.224 -0.8 4.1 -0.6
C -1.528 -2.044 0.997 1.0 -3.9 3.9
C 0.002 -2.239 1.175 -6.4 -3.5 9.9
O 0.195 -3.605 1.073 6.3 1.1 0.8
C -0.850 -4.178 0.906 -7.1 -7.2 -1.7
O -1.072 -5.385 0.894 1.3 0.5 0.3
O -1.896 -3.416 0.678 -0.9 2.3 -1.0
H -1.945 -2.293 3.041 0.4 -0.5 1.4
H -3.395 -1.894 2.103 0.6 -0.2 -0.2
H -2.169 -0.579 2.323 -0.1 -2.1 0.6
H -1.724 -1.344 0.324 -0.9 2.3 -3.6
H 0.412 -2.038 2.144 0.0 1.2 0.3
H 0.398 -1.856 0.492 6.6 6.2 -10.0
C 2.869 2.984 1.699 0.0 -1.7 1.9
C 3.363 1.753 0.795 -0.6 2.1 6.5
C 2.482 1.372 -0.231 0.0 -3.8 -3.8
O 3.205 1.604 -1.509 -0.7 0.7 1.4
C 4.405 2.005 -1.128 3.7 1.2 -3.9
O 5.325 2.239 -1.958 -2.9 -0.7 3.2
O 4.507 2.171 0.197 2.8 -0.3 -1.5
H 3.569 3.395 2.538 -0.7 -1.1 -1.8
H 1.931 2.681 2.227 0.6 0.1 -0.6
H 2.629 3.760 1.044 -0.4 1.6 -1.0
H 3.396 0.932 1.530 1.1 0.0 -0.4
H 1.582 1.800 -0.114 -3.4 1.9 -0.4
H 2.306 0.297 -0.321 -0.1 0.1 0.6
C -2.719 1.701 -1.281 6.6 -3.0 5.8
C -2.203 0.698 -2.278 5.5 5.8 1.0
C -0.839 0.109 -1.814 -2.6 -0.3 -1.7
O -1.040 -1.221 -2.191 1.2 -1.2 -0.9
C -2.267 -1.425 -2.671 1.2 -2.8 0.2
O -2.591 -2.530 -3.003 -0.9 1.0 -0.3
O -2.953 -0.297 -2.648 -4.2 -3.4 -0.6
H -3.469 2.141 -1.615 -7.2 3.7 -2.6
H -2.075 2.568 -0.765 -0.3 -2.1 -2.0
H -2.867 1.125 -0.330 -0.7 0.4 -0.7
H -1.979 1.244 -3.166 0.3 0.8 -1.1
H -0.747 0.044 -0.819 0.3 0.6 4.1
H 0.028 0.563 -2.183 1.2 0.5 -1.2
```
Forces are in eV/Å.

Molecular weight in g mol⁻¹: 325.26
Kohn-Sham gap in eV: 8.636
Total charge: -1
LUMO level in eV: 2.757
Relative energy (zero: lowest compared OMol25 entry of this formula, charge and spin) in eV: 3.0200


An isolated molecule of CH4NO3P at a distorted geometry. Source: the Open Molecules 2025 dataset; level of theory: ωB97M-V/def2-TZVPD.

Geometry as XYZ:
```
10
Properties=species:S:1:pos:R:3:forces:R:3
N -1.643 0.045 0.229 0.5 -2.7 0.2
C -0.520 0.765 0.334 -0.6 4.5 0.8
O 0.394 0.993 -0.969 0.2 -0.7 -1.1
P 1.033 0.120 0.130 2.3 -2.7 -1.4
O 2.411 0.268 0.563 0.2 0.4 0.8
O 0.775 -1.491 -0.254 -0.5 1.9 0.4
H -2.125 0.339 -0.600 -0.8 -0.3 -0.3
H -1.236 -0.918 0.193 -1.9 0.4 -0.5
H -0.683 1.849 0.480 0.2 -0.8 1.0
H 1.593 -1.970 -0.106 0.3 -0.1 0.1
```
Forces are in eV/Å.

Molecular weight in g mol⁻¹: 109.02
Structure (SMILES): N[C@@H]1O[P@]1(=O)O
Kohn-Sham gap in eV: 11.680
Total charge: 0
LUMO level in eV: 0.592
Relative energy (zero: lowest compared OMol25 entry of this formula, charge and spin) in eV: 1.2214


A cluster of 2 separate species, C5H14NO in total at a distorted geometry. Source: the Open Molecules 2025 dataset; level of theory: ωB97M-V/def2-TZVPD.

Geometry as XYZ:
```
21
Properties=species:S:1:pos:R:3:forces:R:3
C -1.014 1.472 -1.670 -1.1 2.0 0.0
C -1.006 -0.040 -1.557 0.6 -0.3 -1.1
C -1.297 -0.545 -0.155 -0.2 -0.8 0.6
C -0.363 -1.741 0.224 -0.7 0.7 0.0
H -2.020 1.891 -1.250 1.5 -0.6 -0.8
H -0.900 1.860 -2.729 -0.3 -0.6 0.9
H -0.211 1.961 -1.077 -0.5 -0.7 -0.2
H 0.030 -0.407 -1.755 -0.7 0.4 -0.3
H -1.691 -0.435 -2.364 0.6 -0.1 0.9
H -2.390 -0.775 0.006 0.9 0.0 -0.2
H -1.034 0.249 0.533 0.0 0.3 0.1
H -0.511 -2.560 -0.456 -0.3 -0.7 -0.4
H -0.569 -2.083 1.248 0.2 0.1 -0.2
H 0.695 -1.462 0.116 -0.7 0.2 0.2
N 2.139 -0.482 1.827 0.7 0.9 0.8
C 1.359 0.793 1.542 -0.7 1.0 0.3
O 1.135 1.111 0.260 0.5 -0.6 0.7
H 3.104 -0.193 2.038 -0.5 -0.1 -0.1
H 2.236 -0.948 0.951 0.0 -0.3 -0.8
H 0.399 0.721 2.182 0.5 -0.3 -0.6
H 1.909 1.613 2.087 0.2 -0.3 0.1
```
Forces are in eV/Å.

Molecular weight in g mol⁻¹: 104.17
Kohn-Sham gap in eV: 6.977
Total charge: -1
LUMO level in eV: 4.310
Relative energy (zero: lowest compared OMol25 entry of this formula, charge and spin) in eV: 0.6383


A cluster of 2 separate species, H4O2 in total at a distorted geometry. Source: the Open Molecules 2025 dataset; level of theory: ωB97M-V/def2-TZVPD.

Geometry as XYZ:
```
6
Properties=species:S:1:pos:R:3:forces:R:3
O -1.277 4.095 -0.516 -1.2 0.1 -0.2
H -1.762 4.839 -0.939 0.5 -0.8 0.5
H -1.972 3.427 -0.317 0.7 0.7 -0.2
O 1.499 -4.005 0.247 0.5 -0.4 1.1
H 2.447 -3.934 0.500 -1.0 -0.1 -0.2
H 1.065 -4.422 1.025 0.5 0.5 -0.8
```
Forces are in eV/Å.

Molecular weight in g mol⁻¹: 36.03
Structure (SMILES): O.O
Kohn-Sham gap in eV: 12.622
Total charge: 0
LUMO level in eV: 1.084
Relative energy (zero: lowest compared OMol25 entry of this formula, charge and spin) in eV: 0.2587